# 1
ORCA calculation (the ωB97M-V functional and the def2-TZVPD basis) on a structure of composition C5H20FO5V at a distorted geometry.

Element x y z (Å)
V: 9.8113 17.6429 -5.0685
F: 8.6443 17.7632 -6.7599
C: 7.8330 15.1294 -4.7206
O: 9.1760 15.6347 -4.5394
H: 7.3118 15.1195 -3.7629
H: 7.2933 15.7710 -5.4108
H: 7.8676 14.1056 -5.0886
H: 9.6368 15.0338 -3.9412
C: 6.0001 19.6204 -7.8490
O: 7.1156 19.1227 -8.5360
H: 5.9748 19.1858 -6.8477
H: 6.0168 20.7101 -7.7157
H: 5.1238 19.3459 -8.4395
H: 7.7583 18.6972 -7.9395
C: 11.2046 20.3957 -4.6295
O: 10.5347 19.5947 -5.6160
H: 10.8584 21.4273 -4.5960
H: 11.0280 19.9320 -3.6579
H: 12.2845 20.4308 -4.7818
H: 10.4710 20.0483 -6.4623
C: 11.4451 16.0131 -7.1842
O: 11.5275 16.9539 -6.1033
H: 11.5797 16.4969 -8.1497
H: 12.2287 15.2685 -7.0355
H: 10.5094 15.4602 -7.1576
H: 12.4219 17.3114 -6.0772
C: 9.2629 17.9341 -10.2068
O: 8.6278 17.0013 -9.3900
H: 9.2029 17.6435 -11.2532
H: 8.7381 18.9074 -10.1781
H: 10.3005 18.0426 -9.8753
H: 8.6670 17.2348 -8.4430

**2S+1**: 5
**Net charge**: +2
**LUMO (spin up / spin down)**: -7.057 / -11.243 eV
**Gap between HOMO and LUMO (spin up / spin down)**: 9.42 / 5.23 eV

---

# 2
ORCA calculation (the ωB97M-V functional and the def2-TZVPD basis) on a structure of composition C31H40NOPS2SiTi at a distorted geometry.

Element x y z (Å)
Ti: -0.9223 -0.0739 0.2102
S: -1.5221 2.1645 0.9461
C: -1.4107 1.1670 2.3559
C: -1.3713 1.6582 3.6514
C: -1.3044 0.7593 4.7088
C: -1.2674 -0.6080 4.4229
C: -1.2623 -1.0313 3.1113
N: -1.3234 -0.1651 2.0760
H: -1.4007 2.7250 3.8134
H: -1.2962 1.1139 5.7281
H: -1.2408 -1.3280 5.2273
H: -1.2478 -2.0913 2.8561
O: 1.0836 0.4308 0.7939
S: 1.3431 1.8207 1.3070
C: 3.0196 2.1628 0.7335
C: 3.2590 3.3803 0.1042
C: 4.5069 3.6380 -0.4282
C: 5.5146 2.6858 -0.3355
C: 5.2751 1.4789 0.3085
C: 4.0341 1.2171 0.8483
C: 1.9144 1.5681 2.9960
C: 2.1620 2.6850 3.7778
C: 2.7553 2.5226 5.0145
C: 3.0993 1.2520 5.4571
C: 2.8116 0.1398 4.6837
C: 2.2071 0.2938 3.4501
H: 2.4568 4.0993 0.0235
H: 4.6929 4.5744 -0.9330
H: 6.4829 2.8826 -0.7670
H: 6.0581 0.7395 0.3777
H: 3.8356 0.2779 1.3391
H: 1.9070 3.6640 3.3991
H: 2.9638 3.3850 5.6291
H: 3.5926 1.1298 6.4083
H: 3.0697 -0.8485 5.0325
H: 1.9629 -0.5597 2.8324
C: -4.7031 -0.3753 0.5703
Si: -3.2182 -0.5262 -0.6698
C: -3.3040 1.1568 -1.6761
C: -3.9923 -1.7602 -1.9531
C: -5.0857 -1.3885 -2.7291
C: -5.5919 -2.2151 -3.7147
C: -5.0120 -3.4488 -3.9496
C: -3.9467 -3.8567 -3.1670
C: -3.4627 -3.0246 -2.1730
H: -5.5349 0.1426 0.0989
H: -4.4170 0.1925 1.4541
H: -5.0622 -1.3517 0.8889
H: -3.7991 1.9199 -1.0764
H: -3.8419 1.0595 -2.6154
H: -2.2935 1.5301 -1.9027
H: -5.5561 -0.4302 -2.5655
H: -6.4381 -1.8986 -4.3080
H: -5.3871 -4.0863 -4.7369
H: -3.4885 -4.8213 -3.3363
H: -2.6423 -3.3584 -1.5461
C: 3.1911 0.1289 -3.0561
C: 2.0920 0.7180 -2.1740
P: 0.5688 -0.3056 -1.8687
C: 1.3071 -1.8818 -1.1873
C: 0.3197 -2.5851 -0.2564
C: 0.2348 -0.7858 -3.6286
C: -1.0886 -1.5092 -3.8138
H: 4.0694 0.7686 -2.9850
H: 2.8962 0.0833 -4.1013
H: 3.4734 -0.8692 -2.7292
H: 1.7302 1.6590 -2.6087
H: 2.5124 0.9495 -1.1928
H: 2.2063 -1.6033 -0.6261
H: 1.6008 -2.5504 -2.0026
H: -0.0916 -1.8413 0.4626
H: 0.8053 -3.3848 0.3097
H: -0.5106 -3.0173 -0.8226
H: 1.0634 -1.4068 -3.9795
H: 0.2316 0.1428 -4.2058
H: -1.1084 -2.4381 -3.2485
H: -1.2488 -1.7511 -4.8635
H: -1.9164 -0.8900 -3.4745

**2S+1**: 3
**LUMO (spin up / spin down)**: 0.029 / 0.029 eV
**Gap between HOMO and LUMO (spin up / spin down)**: 5.74 / 6.57 eV

---

# 3
ORCA calculation (the ωB97M-V functional and the def2-TZVPD basis) on a cluster of 2 separate species, C5H11IN in total at a distorted geometry.

Element x y z (Å)
C: 1.3767 -0.3767 -0.4246
C: 3.4057 0.5238 1.2518
C: -1.6051 0.8817 -0.3585
C: 0.2446 -0.8906 0.3041
C: -1.0630 -0.1619 0.6241
N: 1.2143 0.3380 -1.4645
I: 4.8375 -0.2385 0.0657
H: 2.3064 -0.7438 -0.1206
H: 3.9265 1.1282 2.0629
H: -2.5283 1.3657 0.0285
H: -1.7677 0.3952 -1.2910
H: -0.9528 1.6874 -0.4583
H: -0.0034 -1.7185 -0.3652
H: 0.4394 -1.3758 1.2076
H: -1.8193 -0.8222 0.8081
H: -0.8162 0.3077 1.6225
H: 2.0505 0.4763 -2.1106
H: 0.2478 0.5382 -1.7209

**Net charge**: +1
**LUMO**: -5.138 eV
**Gap between HOMO and LUMO**: 7.78 eV

---

# 4
ORCA calculation (the ωB97M-V functional and the def2-TZVPD basis) on a cluster of 2 separate species, C6H8N2O2 in total at a distorted geometry.

Element x y z (Å)
C: -1.0235 -0.4608 3.4985
C: -0.2774 -0.6479 2.3848
C: 0.6723 1.5695 -2.0326
C: -0.2784 0.5744 -2.7984
C: -0.5371 -0.6027 -2.1754
C: 1.0101 -0.1175 -0.2919
H: -0.8800 -0.0732 4.5277
H: -2.0908 -0.4910 3.3918
H: 0.6888 -0.6448 2.4080
H: -0.7003 -0.7536 1.3682
H: 1.9589 1.7568 -0.3667
H: -1.0516 0.8364 -3.5781
H: -0.9673 -1.4899 -2.6709
H: 0.0682 -1.8347 -0.3974
N: 1.3661 1.0483 -0.9181
N: -0.1160 -0.8245 -0.8429
O: 0.8936 2.7579 -2.2962
O: 1.2646 -0.6026 0.7895

**SMILES**: O=c1cc[nH]c(=O)[nH]1.C=C
**LUMO**: 0.267 eV
**Gap between HOMO and LUMO**: 9.66 eV

---

# 5
ORCA calculation (the ωB97M-V functional and the def2-TZVPD basis) on a structure of composition C35H52AsOP3Tc at a distorted geometry.

Element x y z (Å)
Tc: -0.1029 -0.4995 -0.4971
P: 0.6846 -2.5081 -1.4161
P: 2.3734 0.2865 -0.2505
P: -2.3570 0.3738 -0.9189
H: 2.9520 3.8099 -1.8929
C: 1.9487 3.6489 -2.3940
C: 0.8241 3.6825 -1.6371
H: 0.9652 3.3834 -0.5722
C: 1.8898 -2.4647 -2.7756
C: 1.3233 -3.8944 -0.4040
C: -0.8913 -3.0497 -2.2031
C: 2.8751 1.7746 0.7125
C: 3.2569 -1.0224 0.7145
C: 3.5759 0.4838 -1.6336
C: -3.1998 1.4774 0.2840
C: -3.4948 -1.0613 -0.8984
C: -2.8687 1.2136 -2.4513
H: 1.9714 3.8190 -3.4983
H: -0.2044 3.6879 -2.0654
H: 1.3848 -2.4117 -3.7404
H: 2.5276 -3.3510 -2.7593
H: 2.5282 -1.5858 -2.6796
H: 0.9261 -4.8472 -0.7567
H: 1.0745 -3.7880 0.6427
H: 2.4093 -3.9299 -0.4627
H: -0.7332 -3.9246 -2.8497
H: -1.2863 -2.2184 -2.8079
H: -1.6375 -3.2895 -1.4322
H: 3.9680 1.9024 0.6681
H: 2.5980 1.6695 1.7685
H: 2.4219 2.6850 0.3069
H: 4.2164 -1.2564 0.2342
H: 2.6618 -1.9402 0.7624
H: 3.4603 -0.6875 1.7377
H: 4.5118 0.9209 -1.2559
H: 3.1721 1.1488 -2.4041
H: 3.8364 -0.4805 -2.0829
H: -4.2803 1.4782 0.0895
H: -2.8188 2.5001 0.1739
H: -3.0248 1.1458 1.3156
H: -4.5247 -0.6893 -0.9419
H: -3.3608 -1.6448 0.0187
H: -3.2951 -1.6974 -1.7707
H: -3.9538 1.1496 -2.6124
H: -2.3744 0.7609 -3.3167
H: -2.5899 2.2751 -2.4173
C: 0.4724 0.7674 -4.1976
C: 1.4024 0.2764 -5.1627
C: 1.2646 0.6548 -6.4958
C: 0.3855 1.6736 -6.8489
C: -0.3671 2.3317 -5.8763
C: -0.3232 1.9321 -4.5407
O: 0.2823 -0.0987 -3.2597
H: 0.1278 0.7890 -1.2919
H: 1.9965 -0.5344 -4.8333
H: 1.8770 0.1171 -7.1986
H: 0.3186 1.9585 -7.9217
H: -1.0311 3.1523 -6.1677
H: -0.9238 2.4112 -3.7726
C: -1.7486 3.5872 4.5209
C: -1.3830 3.8388 3.1934
C: -0.9813 2.8113 2.3464
C: -0.9639 1.4937 2.8424
C: -1.2792 1.2291 4.1793
C: -1.6954 2.2756 5.0193
As: -0.3129 -0.0199 1.7737
C: 1.0163 -0.5535 3.1541
C: 1.7728 0.4503 3.7940
C: 2.6710 0.0863 4.7956
C: 2.8122 -1.2367 5.1826
C: 2.0609 -2.2360 4.5385
C: 1.1661 -1.8841 3.5161
C: -1.7573 -1.3744 2.1652
C: -1.5469 -2.6851 1.7038
C: -2.4969 -3.6752 1.9379
C: -3.6777 -3.3586 2.6115
C: -3.9176 -2.0399 3.0215
C: -2.9584 -1.0388 2.7816
H: -2.0595 4.3903 5.1900
H: -1.4145 4.8650 2.8317
H: -0.6942 3.0130 1.3239
H: -1.1921 0.2062 4.5705
H: -1.9677 2.0482 6.0515
H: 1.6139 1.4976 3.5351
H: 3.2618 0.8712 5.2853
H: 3.4968 -1.5146 5.9870
H: 2.1582 -3.2763 4.8333
H: 0.5619 -2.6611 3.0298
H: -0.6455 -2.9369 1.1548
H: -2.2994 -4.6956 1.5989
H: -4.4153 -4.1423 2.8259
H: -4.8457 -1.7870 3.5399
H: -3.1596 -0.0142 3.1023

**2S+1**: 4
**Net charge**: +4
**LUMO (spin up / spin down)**: -12.841 / -15.202 eV
**Gap between HOMO and LUMO (spin up / spin down)**: 5.38 / 3.79 eV

---

# 6
ORCA calculation (the ωB97M-V functional and the def2-TZVPD basis) on a structure of composition C37H33FN2O4P2Ti.

Element x y z (Å)
Ti: 1.9257 1.0299 0.2812
C: 2.6667 -0.0010 2.2272
C: 3.0978 1.3367 2.2865
C: 3.9885 1.5625 1.2070
C: 4.1238 0.3494 0.4916
C: 3.2947 -0.6163 1.1083
H: 1.9700 -0.4753 2.9038
H: 2.7764 2.0714 3.0076
H: 4.4737 2.4975 0.9708
H: 4.7119 0.2010 -0.4001
H: 3.1695 -1.6445 0.8022
C: -0.5064 -1.3709 0.7584
C: -1.5131 -0.2317 0.5043
P: -0.6407 1.2855 -0.0155
C: -1.7872 2.3266 -0.9387
C: -2.4004 3.4429 -0.3734
C: -3.2927 4.1918 -1.1258
C: -3.5833 3.8241 -2.4317
C: -2.9817 2.7049 -2.9941
C: -2.0773 1.9594 -2.2541
C: -0.1507 2.2144 1.4756
C: 0.6161 3.3737 1.2550
C: 1.0522 4.1503 2.3234
C: 0.7706 3.7534 3.6199
C: 0.0605 2.5776 3.8529
C: -0.3994 1.8139 2.7948
P: -0.5110 -1.9589 2.5177
C: -2.0132 -2.9948 2.4932
C: -3.1298 -2.5232 3.1787
C: -4.3243 -3.2312 3.1533
C: -4.4042 -4.4236 2.4522
C: -3.2908 -4.9099 1.7768
C: -2.1024 -4.1992 1.7948
C: 0.8747 -3.1499 2.4757
C: 1.3612 -3.7695 1.3223
C: 2.4445 -4.6333 1.3880
C: 3.0560 -4.8929 2.6078
C: 2.5805 -4.2872 3.7608
C: 1.5020 -3.4169 3.6921
H: 0.5289 -1.0473 0.5472
H: -0.6908 -2.1851 0.0570
H: -2.1640 -0.0249 1.3588
H: -2.1762 -0.4827 -0.3251
H: -2.1914 3.7260 0.6506
H: -3.7683 5.0596 -0.6889
H: -4.2832 4.4094 -3.0128
H: -3.2137 2.4124 -4.0097
H: -1.5922 1.0969 -2.6976
H: 0.7964 3.7157 0.2373
H: 1.6035 5.0622 2.1373
H: 1.1055 4.3574 4.4528
H: -0.1478 2.2636 4.8671
H: -0.9506 0.9050 2.9977
H: -3.0601 -1.6029 3.7480
H: -5.1864 -2.8579 3.6898
H: -5.3310 -4.9814 2.4378
H: -3.3499 -5.8473 1.2397
H: -1.2363 -4.5932 1.2766
H: 0.8988 -3.5905 0.3595
H: 2.8082 -5.1095 0.4866
H: 3.9006 -5.5670 2.6581
H: 3.0533 -4.4890 4.7127
H: 1.1400 -2.9363 4.5943
F: -2.1793 2.0688 -6.3507
C: -0.9734 1.5299 -6.1532
C: -0.1425 2.0192 -5.2351
N: 1.1141 1.4871 -5.0305
C: 1.8689 1.8639 -3.8611
C: 1.4928 1.0132 -2.6592
O: 0.6339 0.1650 -2.6952
O: 2.1999 1.3033 -1.5723
C: 1.5354 0.3460 -5.6997
O: 2.5816 -0.2060 -5.4461
N: 0.6675 -0.0943 -6.6753
C: -0.6034 0.3901 -6.9918
O: -1.2898 -0.1123 -7.8430
H: -0.4192 2.8678 -4.6241
H: 1.7084 2.9178 -3.6322
H: 2.9289 1.7146 -4.0590
H: 0.9744 -0.9042 -7.1971

**2S+1**: 2
**Net charge**: +1
**LUMO (spin up / spin down)**: -3.724 / -3.641 eV
**Gap between HOMO and LUMO (spin up / spin down)**: 7.45 / 7.54 eV